(1)
ORCA calculation (ωB97M-V/def2-TZVPD) on a structure of composition C16H24CaN2O13 at a distorted geometry.

XYZ file:
```
56
Properties=species:S:1:pos:R:3:forces:R:3:nbo_charge:R:1
Ca -1.11947 -1.67417 -0.79726 -1.1 -0.6 -0.4 1.81
O -3.07622 -2.59441 -0.32057 -0.4 0.6 -0.2 -1.37
H -4.03053 -2.46022 -0.48124 1.0 -0.1 0.1 0.45
N -0.15614 -2.08905 -3.58601 -1.9 -1.2 -1.1 0.74
O -1.23947 -2.53020 -3.20182 -3.2 -2.2 -1.2 -0.60
O 0.34816 -2.28312 -4.66923 0.2 -0.4 -1.0 -0.48
O 0.33891 -1.44482 -2.72408 4.9 4.4 3.4 -0.60
C 5.22846 -0.76361 -0.68107 -0.5 -0.3 -2.0 -0.64
C 4.28366 -0.64618 0.47544 1.0 0.6 -0.9 0.06
C 3.91944 0.82767 0.71079 2.6 0.3 1.2 -0.09
O 2.57610 0.89909 0.50284 -1.6 1.0 0.3 -0.48
C 2.05695 -0.26480 0.11982 -0.6 0.3 0.1 1.02
O 0.88504 -0.32038 -0.15561 1.0 -0.9 0.2 -0.64
O 3.01432 -1.20816 0.13983 -1.1 -0.5 -0.2 -0.47
H 5.00960 -1.67745 -1.23343 0.4 -0.6 0.4 0.24
H 6.29366 -0.68116 -0.46510 -0.2 0.0 0.3 0.23
H 4.96125 -0.06028 -1.46976 0.2 0.5 0.2 0.21
H 4.77783 -1.22797 1.25352 -0.8 0.3 0.7 0.21
H 4.40423 1.58111 0.08998 0.2 -0.6 -0.8 0.19
H 4.28261 1.15971 1.68340 -0.9 -0.1 0.7 0.19
C 1.25311 2.36089 3.13198 -0.1 0.9 -0.4 -0.64
C 0.04888 1.53650 3.53570 -0.5 0.6 0.4 0.06
C -1.28890 1.84179 2.93321 -0.7 1.4 -0.9 -0.08
O -1.61608 0.70174 2.14991 -3.0 1.3 -0.8 -0.46
C -0.85250 -0.29408 2.44539 2.1 -2.3 -1.7 0.99
O -0.89698 -1.45002 2.03803 -0.3 2.5 1.0 -0.61
O 0.21565 0.23921 3.04115 2.3 -2.3 2.0 -0.50
H 2.20203 1.99348 3.52271 -0.2 -0.4 -0.2 0.23
H 1.25262 3.41184 3.42115 -0.6 0.0 0.7 0.22
H 1.27102 2.47535 2.04816 0.3 -0.6 -0.2 0.23
H -0.23114 1.61970 4.58583 1.3 -0.8 0.6 0.18
H -1.20768 2.75064 2.33699 -0.4 -0.2 -0.5 0.19
H -2.06642 1.98788 3.68303 0.0 -0.1 -0.1 0.19
C -2.61667 4.29763 -0.43418 -0.3 -0.8 -0.5 -0.63
C -3.72487 3.28092 -0.77335 -0.5 1.9 -0.8 0.07
C -3.92700 3.10636 -2.31117 -1.5 3.5 0.6 -0.10
O -3.26748 1.95926 -2.59714 0.2 -1.9 -1.5 -0.44
C -2.92115 1.34868 -1.50507 3.3 -3.2 2.2 1.01
O -2.12221 0.39457 -1.45482 -2.8 2.8 -0.2 -0.65
O -3.40373 1.97886 -0.38503 0.9 -1.3 -0.9 -0.47
H -1.85265 4.17039 -1.20111 0.3 0.2 0.1 0.21
H -2.16421 4.10498 0.53857 -0.2 0.1 0.0 0.22
H -3.01565 5.30950 -0.50528 0.1 0.0 0.1 0.22
H -4.68944 3.54306 -0.33863 0.2 0.0 0.3 0.19
H -3.57287 3.87572 -2.99729 0.9 0.4 0.6 0.20
H -4.98606 3.22778 -2.53866 -0.4 -1.5 -0.1 0.19
N -0.71920 -4.82290 -1.28043 0.9 1.1 1.8 -0.50
C -0.77453 -4.35392 0.03182 2.8 0.4 -0.9 -0.06
C 0.45766 -3.64695 0.20678 -1.4 -1.2 1.1 -0.43
C 1.24565 -3.78123 -0.94475 -0.1 0.9 -0.5 -0.32
C 0.48047 -4.38076 -1.89219 -1.7 -2.6 0.0 -0.06
H -1.39843 -5.50768 -1.58016 0.2 0.5 -0.6 0.42
H -1.54434 -4.61275 0.74372 -0.1 0.3 -0.4 0.25
H 0.84534 -3.14653 1.08181 -0.5 -0.1 0.3 0.23
H 2.22047 -3.32313 -1.02393 -0.1 -0.1 -0.4 0.23
H 0.60890 -4.73835 -2.90315 0.4 0.4 0.0 0.23
```
Positions in Å, forces in eV/Å.

Computed properties:
- total charge = 0
- total energy (a.u.) = -2389.27955
- spin multiplicity = 1
- lowest unoccupied orbital energy (eV) = 0.1521


(2)
ORCA calculation (ωB97M-V/def2-TZVPD) on a structure of composition C58H50IrN3OP2S.

XYZ file:
```
116
Properties=species:S:1:pos:R:3:forces:R:3:mulliken_spin:R:1
Ir 0.19080 -0.42123 0.58827 0.1 -0.2 0.3 1.27
O 2.44225 -0.04287 2.61340 -0.1 -0.3 0.3 -0.04
C 3.71214 -0.27545 2.13973 -0.1 0.2 -0.1 0.06
C 4.80931 -0.50344 2.95570 0.0 -0.1 0.0 0.01
C 6.04837 -0.69408 2.36401 0.0 0.0 0.0 0.00
C 6.19244 -0.64794 0.98019 0.0 0.0 0.1 0.00
C 5.07844 -0.46279 0.18174 0.0 0.0 0.0 0.01
C 3.81464 -0.30369 0.75543 0.0 0.0 -0.1 -0.06
P 2.36586 -0.06773 -0.33106 -0.1 -0.1 0.0 0.20
C 2.57298 1.56076 -1.03497 -0.1 0.1 0.1 0.29
C 2.19878 2.78677 -0.23338 0.0 0.1 0.0 0.08
C 1.70296 3.88276 -1.13635 0.0 0.0 0.1 0.35
C 2.20204 4.00403 -2.38750 0.1 -0.1 -0.1 -0.07
C 3.04975 2.99447 -2.91856 -0.1 0.0 0.0 0.37
C 3.13333 1.74842 -2.27074 0.0 0.1 -0.1 -0.10
C 2.59497 -1.25311 -1.67935 0.2 0.1 0.0 0.04
C 3.28959 -2.44544 -1.48523 0.1 0.0 0.0 0.03
C 3.36710 -3.38143 -2.50790 0.0 0.1 0.0 0.00
C 2.74269 -3.13864 -3.72361 0.0 0.0 0.0 0.01
C 2.01979 -1.96533 -3.91260 0.0 0.0 0.0 0.01
C 1.94454 -1.02692 -2.89500 -0.1 0.1 -0.1 0.03
C 2.13472 0.77384 3.68318 0.2 0.0 -0.2 0.06
C 3.03336 1.61569 4.31650 0.0 0.0 0.1 -0.01
C 2.58928 2.35241 5.40739 0.0 0.0 0.0 0.01
C 1.27940 2.24897 5.85932 0.0 0.0 0.0 0.00
C 0.38010 1.45267 5.16856 0.0 0.1 0.0 0.01
C 0.79514 0.74281 4.04349 -0.2 0.1 -0.1 -0.04
P -0.34956 -0.26288 3.06055 -0.3 0.1 -0.1 0.14
C -1.98869 0.51410 3.12185 0.0 0.1 0.0 0.00
C -2.14951 1.88150 3.33918 -0.1 0.0 0.1 0.03
C -3.41836 2.44951 3.29239 0.0 0.0 0.0 -0.01
C -4.52894 1.66739 3.00861 0.0 0.0 0.1 0.00
C -4.37074 0.31289 2.74061 0.1 0.0 0.1 -0.01
C -3.10814 -0.25715 2.78855 0.0 0.0 0.0 0.04
C -0.39535 -1.74718 4.11588 0.1 -0.1 -0.1 0.01
C -1.47468 -2.13412 4.90343 0.0 0.0 0.0 0.02
C -1.36024 -3.24381 5.73647 0.0 0.0 0.0 -0.01
C -0.17555 -3.95960 5.79369 0.0 0.0 0.0 0.01
C 0.91389 -3.56132 5.02478 0.0 0.0 0.0 0.00
C 0.80462 -2.46265 4.19216 0.0 -0.1 0.0 0.04
H 4.69913 -0.53449 4.03117 0.0 0.0 0.0 0.00
H 6.91241 -0.86943 2.99249 0.0 0.0 0.0 0.00
H 7.16750 -0.76937 0.52696 0.0 0.0 0.0 0.00
H 5.18979 -0.44406 -0.89638 0.0 0.0 0.0 0.00
H 2.03558 1.96884 1.71996 0.0 0.1 -0.1 -0.01
H 1.05396 4.64356 -0.72571 0.0 0.0 0.0 0.00
H 1.94174 4.85925 -2.99949 0.0 0.0 0.0 0.00
H 3.51584 3.12597 -3.88608 0.0 0.0 0.0 0.01
H 3.58413 0.92153 -2.80708 0.0 0.1 0.0 0.03
H 3.76179 -2.65896 -0.53454 0.0 0.0 0.0 0.00
H 3.91797 -4.30086 -2.35260 0.0 0.0 0.0 0.00
H 2.82043 -3.86125 -4.52666 0.0 0.0 0.0 0.00
H 1.51780 -1.77893 -4.85383 0.0 0.0 0.0 0.00
H 1.36303 -0.12386 -3.04444 0.0 0.0 0.0 -0.01
H 4.05829 1.69743 3.98394 0.0 0.0 0.0 0.00
H 3.28619 3.00640 5.91688 0.0 0.0 0.0 0.00
H 0.95784 2.79929 6.73357 0.0 0.0 0.0 0.00
H -0.65159 1.39356 5.49367 0.1 0.0 0.0 0.01
H -1.29374 2.51479 3.54135 -0.1 0.0 0.0 0.02
H -3.53394 3.51019 3.47711 0.0 0.0 0.0 0.00
H -5.51643 2.11305 2.98379 0.1 0.0 0.0 0.00
H -5.22879 -0.30013 2.49293 0.0 0.0 0.0 0.00
H -2.99797 -1.30847 2.54389 0.0 0.0 0.1 0.01
H -2.39427 -1.56890 4.90302 -0.1 0.0 -0.1 0.00
H -2.19998 -3.53494 6.35429 0.0 0.0 0.0 0.00
H -0.09316 -4.81920 6.44689 0.0 0.0 0.0 0.00
H 1.84818 -4.10456 5.08273 0.0 0.0 0.0 0.00
H 1.65675 -2.15677 3.59228 -0.1 0.0 0.0 0.02
C -5.32195 -4.68515 -0.13633 0.0 0.0 0.0 0.00
C -4.50554 -4.11444 -1.30582 -0.1 0.1 0.0 0.00
C -3.19233 -4.88073 -1.40078 0.1 -0.1 -0.1 0.00
C -5.29158 -4.31418 -2.61595 0.0 0.0 0.0 0.00
C -4.27919 -2.62097 -1.05850 0.0 0.0 0.1 0.01
C -5.37502 -1.75302 -1.21756 -0.1 -0.1 0.0 0.00
C -5.26781 -0.40042 -1.01464 0.0 0.1 0.0 0.00
C -4.03058 0.10621 -0.62788 -0.1 0.0 0.0 0.00
S -3.63402 1.75757 -0.30429 -0.1 0.1 -0.1 0.01
C -2.04377 1.30490 0.07190 -0.1 0.0 0.0 0.00
N -1.78182 0.00472 -0.02794 0.0 0.0 -0.3 0.07
C -2.92812 -0.72054 -0.44178 0.4 0.1 0.1 0.00
C -3.05533 -2.09673 -0.66414 0.0 0.0 0.0 0.01
C -1.01442 2.22016 0.50344 -0.3 0.1 -0.1 0.19
C -1.26730 3.59162 0.80338 0.1 0.0 0.0 0.44
C -0.28854 4.31565 1.51889 0.0 -0.1 -0.1 -0.08
C 0.94954 3.78864 1.71468 0.0 -0.1 -0.1 0.33
C 1.35536 2.49847 1.05595 0.0 0.0 -0.1 0.05
C 0.18558 1.61395 0.73231 0.3 -0.1 0.2 0.04
H -5.63146 -5.71031 -0.35613 0.0 0.0 0.0 0.00
H -6.22294 -4.09592 0.04556 0.0 0.0 0.0 0.00
H -4.73135 -4.69605 0.78413 0.0 0.0 0.0 0.00
H -3.39966 -5.92542 -1.64098 0.0 0.0 0.0 0.00
H -2.65268 -4.86084 -0.45346 0.1 0.0 0.0 0.00
H -2.54146 -4.47860 -2.18267 0.0 0.0 0.0 0.00
H -5.20579 -5.35162 -2.94463 0.0 0.0 0.0 0.00
H -4.91205 -3.67358 -3.41564 0.0 -0.1 0.0 0.00
H -6.35610 -4.10461 -2.49119 0.1 0.0 0.0 0.00
H -6.33254 -2.15588 -1.52138 0.0 0.0 0.0 0.00
H -6.11908 0.25352 -1.15724 0.0 0.0 0.0 0.00
H -2.19717 -2.73652 -0.54965 0.0 0.0 0.0 0.00
H -2.23477 4.03449 0.59712 0.1 0.0 0.0 -0.03
H -0.53102 5.29623 1.91012 0.0 0.0 0.0 0.01
H 1.70424 4.33362 2.27205 0.0 0.0 0.0 -0.04
H 3.15624 3.18465 0.16022 0.0 0.0 0.0 0.08
N 0.17256 -6.75894 -0.21405 0.0 0.1 0.0 0.00
C 0.12320 -5.42247 -0.05509 0.0 -0.2 -0.1 0.00
C 0.44685 -4.53864 -1.09592 0.0 -0.1 0.0 0.02
C 0.40643 -3.18818 -0.87823 -0.2 0.1 0.1 0.05
N 0.06164 -2.61512 0.29773 0.1 -0.2 0.0 -0.04
C -0.32224 -3.47488 1.26616 0.1 0.1 -0.1 0.04
C -0.29337 -4.83660 1.15039 -0.1 -0.1 0.0 0.01
H 0.43519 -7.16899 -1.09227 0.0 0.0 0.0 0.00
H -0.08705 -7.38149 0.52966 0.0 0.0 0.0 0.00
H 0.72814 -4.90785 -2.07442 0.0 0.0 0.1 0.00
H 0.63949 -2.51864 -1.69086 -0.1 -0.1 0.1 -0.01
H -0.68353 -3.04234 2.17826 0.0 0.1 0.2 -0.02
H -0.61410 -5.44528 1.98708 0.0 0.0 0.0 0.00
```
Positions in Å, forces in eV/Å.

Computed properties:
- total charge = +2
- total energy (a.u.) = -3664.43322
- spin multiplicity = 5
- lowest unoccupied orbital energy (alpha / beta) (eV) = -4.6585 / -6.7753


(3)
ORCA calculation (ωB97M-V/def2-TZVPD) on a structure of composition C29H50AuCl3N2OSSbSe2Si3 at a distorted geometry.

XYZ file:
```
93
Properties=species:S:1:pos:R:3:forces:R:3:mulliken_charge:R:1
Au -2.35975 2.94971 -0.33423 -0.1 0.0 0.4 0.14
C -0.39088 5.25694 2.34689 -0.1 0.3 -0.1 -1.05
Se 0.08350 4.09854 0.87191 0.6 -0.3 0.0 0.04
C 0.30039 5.44574 -0.52969 -0.1 -0.1 0.6 -0.73
C -1.00873 6.10837 -0.87584 0.1 0.0 -0.2 -0.73
Se -2.33318 4.93562 -1.69320 -0.4 0.1 -0.4 0.15
C -1.35926 4.33572 -3.26679 0.0 0.2 0.0 -0.64
H 0.36506 6.03719 2.43026 -0.1 -0.1 0.1 0.37
H -0.39989 4.64391 3.24501 0.0 0.0 0.0 0.36
H -1.37816 5.68471 2.17836 0.1 0.0 0.1 0.34
H 0.76190 4.93477 -1.37248 0.0 0.1 -0.1 0.28
H 1.00361 6.18731 -0.14478 0.0 -0.1 -0.1 0.51
H -0.86091 6.93892 -1.56444 -0.1 0.0 -0.1 0.48
H -1.50640 6.49537 0.01130 0.0 0.1 0.0 0.36
H -1.06588 5.21238 -3.83988 0.1 0.0 0.0 0.42
H -2.05335 3.73862 -3.85229 0.0 0.0 0.0 0.39
H -0.49479 3.74062 -2.98437 0.1 0.0 0.0 -0.07
C 3.27970 -1.25795 -5.18894 -0.2 0.0 0.5 -0.81
Si 2.43851 0.39661 -5.30022 -0.2 0.8 -0.3 0.20
C 3.51783 1.90514 -5.15724 0.0 -0.2 0.0 -0.93
C 0.99937 0.55019 -6.46590 0.1 -0.2 0.1 -0.90
Sb 1.16546 0.38698 -2.83561 0.9 -1.2 -0.5 0.00
Si 3.08914 0.53566 -0.89991 0.2 0.8 1.2 0.31
C 4.23388 -0.86495 -1.33465 -0.4 0.0 -0.6 -0.99
C 3.79537 2.24435 -1.15003 -0.2 -0.2 -0.1 -0.77
C 2.11452 0.34739 0.68096 0.1 -0.1 -0.2 -0.37
Si -0.67177 -1.59851 -3.02894 -1.4 -0.1 0.4 0.43
C -1.71029 -1.26717 -1.51227 0.3 0.0 -0.1 -0.74
C 0.35493 -3.15546 -2.99481 0.5 0.4 -0.2 -1.04
C -1.64828 -1.27849 -4.58322 0.4 0.0 0.0 -1.11
H 3.71818 -1.51851 -6.15942 -0.1 0.1 0.0 0.43
H 2.57975 -2.05259 -4.91936 0.1 -0.1 -0.1 0.26
H 4.08809 -1.24464 -4.45460 0.0 0.0 -0.1 0.28
H 4.06069 2.07099 -6.09438 -0.1 0.0 0.0 0.41
H 4.26274 1.78969 -4.36761 0.0 0.0 -0.1 0.27
H 2.92600 2.80031 -4.95772 0.0 0.0 0.0 0.36
H 1.36283 0.71855 -7.48532 0.0 0.0 0.1 0.41
H 0.35576 1.39148 -6.20378 0.0 0.0 0.0 0.35
H 0.39561 -0.35803 -6.48189 0.0 0.0 0.0 0.27
H 4.79908 -0.64226 -2.24235 0.0 0.0 0.1 0.33
H 3.69982 -1.80437 -1.48244 0.1 -0.1 0.1 0.41
H 4.95754 -1.01124 -0.52490 -0.2 0.1 0.1 0.42
H 4.09322 2.42496 -2.18343 0.1 0.0 0.0 0.25
H 4.68450 2.37920 -0.52426 -0.1 -0.1 0.0 0.39
H 3.07164 3.01054 -0.85878 0.0 0.0 0.0 0.19
H 1.66595 -0.64342 0.77717 0.0 0.0 0.0 -0.04
H 1.32528 1.10058 0.73848 0.0 0.0 0.0 0.03
H 2.77571 0.49100 1.54535 0.0 0.0 -0.1 0.46
H -1.10889 -1.16837 -0.60674 0.0 -0.1 0.1 0.11
H -2.43535 -2.07415 -1.36289 0.1 0.0 -0.1 0.48
H -2.27324 -0.34044 -1.64409 0.0 0.0 0.0 0.30
H 1.20541 -3.08618 -2.31405 0.0 -0.2 0.1 0.37
H 0.73513 -3.39118 -3.99207 0.0 0.0 0.1 0.38
H -0.25911 -4.00296 -2.67178 -0.1 0.2 0.1 0.40
H -1.80013 -0.21043 -4.75329 -0.1 0.0 0.0 0.38
H -2.63559 -1.74277 -4.49446 0.1 0.0 0.1 0.40
H -1.16238 -1.70494 -5.46255 -0.1 0.0 0.0 0.34
Cl -0.10881 -2.83901 9.41263 0.0 0.0 0.1 -0.17
C -0.60216 -2.58759 7.78694 -0.1 0.0 -0.1 0.34
C -1.76394 -3.17705 7.31265 -0.1 -0.1 0.1 -1.02
C -2.14648 -2.96837 5.99925 0.0 -0.1 -0.1 -0.16
C -1.38652 -2.18229 5.14316 0.1 -0.1 -0.1 -0.43
C -1.86526 -1.88344 3.74078 -0.2 0.3 -0.2 0.53
C -2.78411 -0.66348 3.86538 0.2 -0.1 -0.2 -1.35
N -3.09619 -0.00307 2.58700 0.0 -0.1 0.1 0.31
C -4.27428 -0.07537 1.88162 0.0 -0.1 0.0 -0.06
C -4.14547 0.75780 0.81617 0.2 0.0 0.1 -0.88
N -2.89000 1.33771 0.86658 0.0 -0.2 0.0 -0.25
C -2.28499 0.84853 1.94977 -0.2 0.1 -0.3 -0.06
O -2.62570 -2.91778 3.15123 0.2 -0.3 0.1 -0.41
C -2.01309 -3.66950 2.08973 0.0 0.1 0.1 -0.45
C -0.55604 -4.00879 2.24481 -0.2 0.1 0.2 -0.21
C -0.04521 -4.89023 3.15812 0.2 0.0 -0.2 0.73
Cl -0.91916 -5.92531 4.18634 -0.1 0.1 0.2 -0.16
S 1.66717 -5.00022 3.08635 -0.1 0.0 0.0 -0.15
C 1.72521 -3.87955 1.80165 0.1 0.0 -0.1 -0.80
C 0.48424 -3.44535 1.45111 0.0 0.1 0.1 0.11
C -0.23617 -1.58860 5.65356 -0.2 -0.2 0.1 0.85
Cl 0.73555 -0.55415 4.63202 0.1 0.1 0.0 -0.18
C 0.16878 -1.78299 6.96075 0.1 0.1 0.0 -0.84
H -2.35924 -3.79660 7.96976 0.0 0.0 0.0 0.46
H -3.04855 -3.42904 5.61466 0.0 0.0 0.0 0.49
H -1.01019 -1.62741 3.11167 0.0 0.0 0.0 0.42
H -2.31257 0.07339 4.51082 -0.1 0.1 0.1 0.51
H -3.71372 -0.99907 4.31874 -0.1 0.1 0.0 0.32
H -5.09845 -0.69969 2.18739 0.1 0.0 0.1 0.49
H -4.86039 0.99111 0.04314 0.1 0.0 0.1 0.47
H -1.28628 1.09202 2.28363 -0.1 0.0 0.0 0.54
H -2.13957 -3.09498 1.16860 0.0 0.0 -0.2 -0.11
H -2.59839 -4.58403 2.00371 -0.1 0.1 0.1 0.42
H 2.67679 -3.61799 1.36627 0.0 0.0 0.0 0.41
H 0.29483 -2.76182 0.63175 0.0 0.1 0.0 0.30
H 1.06846 -1.31683 7.33843 0.0 0.0 0.0 0.47
```
Positions in Å, forces in eV/Å.

Computed properties:
- total charge = +3
- total energy (a.u.) = -9144.93407
- spin multiplicity = 1
- lowest unoccupied orbital energy (alpha / beta) (eV) = -12.2743 / -12.2756